ORCA calculation (wB97M-V/def2-TZVPD) on an isolated molecule of C3H8N2O.

Structure (XYZ):
```
14
C3H8N2O (wB97M-V/def2-TZVPD)
O -0.9611 1.7064 0.4021
N -1.3124 -1.7688 0.0011
N -1.2804 0.5760 -0.3334
C -0.7587 -0.6194 0.1374
C 1.6307 0.0852 -0.3796
C 0.6662 -0.4854 0.6105
H 0.6498 0.1325 1.5014
H 1.3497 -0.3534 -1.4357
H -2.3144 0.5593 -0.4179
H 1.5539 1.2361 -0.3846
H 1.0544 -1.4728 0.9040
H 2.6637 -0.2201 0.0027
H -2.2834 -1.6794 -0.2686
H -0.6579 2.3038 -0.3394
```

The total energy comes out at -8266.286 eV. Its HOMO-LUMO gap is 10.24 eV. Its SMILES is [H]/N=C(/CC)NO. Its relative energy (zero: lowest compared OMol25 entry of this formula, charge and spin) is 293.3 kJ/mol.